(1)
Here is a cluster of 10 separate species, C37H75NO15 in total in a non-equilibrium geometry from OMol25. Energies are from wB97M-V/def2-TZVPD.

The calculation puts the highest occupied orbital energy at -9.513 eV. For the orbital gap, the calculation gives 8.4 eV. The structure (SMILES) is O=[N+]([O-])c1ccccc1.CC(C)=O.CC(C)=O.CC(C)=O.CC(C)=O.CC(C)=O.COCCOC.COCCOC.COCCOC.COCCOC.

The geometry in XYZ format:
```
128
C37H75NO15 | OMol25 | wB97M-V/def2-TZVPD
O -0.07769 1.58760 -1.05404
N 0.06637 1.17048 0.09945
O -0.67227 1.50821 0.99650
C 1.13414 0.16834 0.44963
C 1.82782 -0.46361 -0.58808
C 2.77151 -1.42740 -0.29364
C 2.99533 -1.75720 1.04469
C 2.33561 -1.12600 2.08386
C 1.38915 -0.16398 1.80108
H 1.67678 -0.21974 -1.62929
H 3.24556 -2.06438 -1.02572
H 3.62566 -2.53972 1.44061
H 2.55692 -1.50101 3.07218
H 0.87043 0.22329 2.66557
C 1.62380 -6.29653 3.55432
C 1.90884 -5.01583 2.86082
C 0.95541 -4.55231 1.80299
O 2.86194 -4.33943 3.16411
H 2.01272 -7.21289 3.11033
H 0.56704 -6.48888 3.73967
H 2.00391 -6.22098 4.57310
H 0.12062 -5.20721 1.55335
H 1.50606 -4.30844 0.89447
H 0.43908 -3.61448 2.00789
C 5.29255 -0.78636 3.92265
C 4.99542 0.38998 4.87175
C 6.25014 1.01516 5.53164
O 3.89057 0.75072 5.19549
H 4.31861 -1.24798 3.75998
H 5.88287 -1.59143 4.36024
H 5.67030 -0.37706 2.98570
H 6.98070 1.28675 4.76966
H 6.64326 0.37118 6.31831
H 5.94696 1.91757 6.06252
C -0.42141 4.93054 0.56473
C -1.74542 5.01164 1.22245
C -1.96484 4.08728 2.35265
O -2.64805 5.68979 0.74329
H 0.41489 5.23058 1.19615
H -0.43353 5.55648 -0.32755
H -0.34025 3.89759 0.22633
H -3.04875 3.97334 2.33640
H -1.51326 4.50591 3.25205
H -1.42861 3.13887 2.31989
C 6.48480 -4.38993 -0.68720
C 6.75684 -4.80315 -2.12832
C 7.18964 -3.78748 -3.11145
O 6.42362 -5.95104 -2.45889
H 5.50369 -3.91735 -0.73417
H 7.24536 -3.71990 -0.28632
H 6.35781 -5.21957 0.00826
H 8.24846 -3.59726 -2.93589
H 6.48346 -2.95718 -3.11493
H 7.11660 -4.26973 -4.08623
C -2.90542 -2.52449 0.83550
C -2.11430 -2.97336 -0.28642
C -1.43426 -1.96959 -1.16784
O -2.09340 -4.14732 -0.62181
H -2.58987 -3.07663 1.72076
H -3.97275 -2.73180 0.75843
H -2.83753 -1.45246 1.02053
H -0.83038 -2.69139 -1.71777
H -0.97603 -1.24746 -0.49208
H -2.24260 -1.48095 -1.71182
C 1.92927 -1.82566 6.26870
O 0.68370 -2.53132 6.19733
C -0.12947 -2.04414 5.13355
C -1.35127 -2.89144 4.94487
O -0.97616 -4.20929 4.48547
C -2.13427 -4.96442 4.08816
H 2.47059 -2.15253 7.15652
H 1.76902 -0.75448 6.39118
H 2.46751 -2.17592 5.38796
H 0.38112 -2.28857 4.20207
H -0.43709 -1.01088 5.29428
H -2.10001 -2.40127 4.32260
H -1.90190 -2.91713 5.88521
H -2.80194 -4.47685 3.37781
H -2.68414 -5.34346 4.94959
H -1.74187 -5.92503 3.75446
C 0.33566 0.08253 -4.03769
O 0.55143 1.30645 -4.69937
C 1.60668 2.04290 -4.13576
C 1.99234 3.25873 -4.97030
O 2.59785 2.78308 -6.18976
C 2.84767 3.83572 -7.14666
H 0.01105 0.12755 -2.99812
H 1.17989 -0.60682 -4.05141
H -0.46528 -0.45130 -4.54917
H 2.51087 1.46660 -3.93971
H 1.28587 2.38252 -3.15095
H 2.64107 3.95428 -4.43788
H 0.99797 3.67404 -5.13417
H 3.64502 4.46395 -6.74959
H 1.94840 4.39560 -7.40350
H 3.17451 3.47601 -8.12230
C -1.71303 4.26840 -2.95924
O -2.44982 4.22872 -4.18129
C -3.44539 5.24176 -4.23809
C -4.46209 5.17042 -5.45761
O -3.89932 5.38346 -6.69227
C -4.81551 5.14137 -7.76903
H -2.36273 3.94729 -2.14506
H -1.29004 5.24345 -2.71748
H -0.93186 3.50823 -2.95738
H -2.97842 6.22659 -4.22672
H -4.12788 5.16323 -3.39184
H -5.14456 5.97099 -5.17227
H -4.83668 4.15043 -5.37158
H -5.55364 5.94250 -7.80730
H -5.14155 4.10168 -7.79801
H -4.22140 5.28734 -8.67115
C -7.74732 0.17867 -0.17865
O -7.30841 0.95344 0.95324
C -6.17571 0.43621 1.63555
C -4.88244 1.08126 1.08387
O -4.73177 0.79130 -0.35676
C -3.59475 1.35679 -0.92401
H -8.53203 -0.47909 0.19510
H -7.00300 -0.45326 -0.66316
H -8.09678 0.79683 -1.00561
H -6.20620 -0.65179 1.57691
H -6.30758 0.53846 2.71270
H -4.07250 0.57480 1.60885
H -4.82870 2.13265 1.36635
H -3.45099 2.40079 -0.64564
H -3.66649 1.20515 -2.00102
H -2.62649 0.90156 -0.71582
```

(2)
Here is a structure of composition C37H76F3HgN4O7S in a non-equilibrium geometry from OMol25. Energies are from wB97M-V/def2-TZVPD.

For the energy above the lowest of the compared OMol25 structures with the same formula, charge and spin, the calculation gives 0.0 kJ/mol. The calculation puts the highest occupied orbital energy at -9.331 eV. For the orbital gap, the calculation gives 3.3 eV. The total charge is +1.

The geometry in XYZ format:
```
129
C37H76F3HgN4O7S | OMol25 | wB97M-V/def2-TZVPD
Hg -7.91761 -1.70798 14.10321
C -8.74041 1.44289 10.72929
F -9.49749 2.05960 9.81406
F -8.13915 0.39783 10.16772
F -7.75004 2.21484 11.20337
S -9.70709 0.78019 12.33305
O -10.71574 -0.16927 11.87170
O -8.65883 0.04171 13.04109
O -10.32473 1.90774 13.03872
C -14.61180 0.22503 13.63647
C -14.32618 1.45697 14.45982
C -15.71456 1.71463 15.19129
C -15.58305 2.70506 16.33306
C -14.50418 2.18254 17.40657
C -13.14376 1.82114 16.81870
N -13.31869 1.06557 15.51461
O -12.04927 0.69844 14.88539
C -12.24589 3.04734 16.66892
C -12.48611 0.78978 17.75489
C -14.07793 2.60179 13.53071
H -14.85787 -0.72325 14.11429
H -13.72529 0.07400 13.02052
H -15.42669 0.39490 12.93276
H -16.48336 2.11198 14.52860
H -16.02903 0.76244 15.61854
H -16.52151 2.90262 16.85110
H -15.36033 3.69045 15.92380
H -14.94710 1.49684 18.12890
H -14.28778 3.08064 17.98510
H -11.94002 3.25932 17.69342
H -11.29065 3.05738 16.14401
H -12.79531 3.94185 16.37552
H -11.50686 0.45929 17.40856
H -12.29109 1.36328 18.66108
H -13.12506 -0.08167 17.89775
H -13.45345 2.25311 12.70819
H -13.52162 3.32607 14.12573
H -15.03315 3.00729 13.19725
H -11.83984 1.40440 14.26947
C -6.09133 1.84790 17.37281
C -6.88739 1.52079 16.14034
C -6.97272 2.88937 15.24574
C -5.73039 3.06854 14.47146
C -5.38326 1.80007 13.70046
C -5.10212 0.50211 14.51555
N -6.41163 0.37617 15.24312
O -6.51121 -0.81188 15.93104
C -5.05232 -0.60335 13.41179
C -3.84049 0.64818 15.36017
C -8.37640 1.26891 16.56502
H -5.75194 1.00080 17.96891
H -6.78754 2.21804 18.12540
H -5.23546 2.48815 17.15913
H -7.77456 2.83539 14.50937
H -7.10747 3.78154 15.85726
H -4.86256 3.48172 14.98552
H -6.00808 3.81558 13.72788
H -4.45986 1.85590 13.12400
H -6.28293 1.61031 13.11507
H -5.35439 -1.61178 13.69449
H -5.58270 -0.42018 12.47731
H -4.06508 -0.70455 12.96101
H -3.99602 -0.22109 15.99914
H -2.94257 0.46033 14.77148
H -3.72318 1.56807 15.93301
H -8.97580 2.00545 17.10013
H -8.57375 0.37851 17.16195
H -8.96754 1.17533 15.65404
H -6.02563 -0.76554 16.75788
C -6.17091 5.88777 8.36969
C -5.07697 5.28335 9.25343
C -4.07109 4.59252 8.32103
C -2.71151 4.31814 8.76775
C -2.06234 5.56245 9.46340
C -2.97441 6.10999 10.53907
N -4.34259 6.29114 9.93413
O -5.16865 7.13977 10.68210
C -2.91964 5.10479 11.72675
C -2.28384 7.51757 10.83479
C -5.73945 4.13014 10.10734
H -6.87730 6.42031 9.00649
H -6.67079 5.20246 7.68517
H -5.77192 6.65728 7.70881
H -4.42769 3.58516 8.10620
H -3.97842 5.14563 7.38636
H -2.11132 3.91614 7.95149
H -2.68379 3.40112 9.35631
H -1.96582 6.32568 8.69122
H -1.10952 5.19651 9.84592
H -3.01979 4.07213 11.39256
H -1.94529 5.36076 12.14295
H -3.74719 5.30049 12.40861
H -1.32224 7.36128 11.32365
H -2.14148 8.29978 10.08915
H -2.99960 7.92284 11.55001
H -5.11915 3.29262 10.42652
H -6.61462 3.78534 9.55664
H -6.15875 4.52327 11.03347
H -5.70164 7.59020 10.02283
C -11.52828 -2.80439 17.26245
C -10.13796 -3.29710 16.71119
C -10.04849 -4.86636 16.87986
C -11.03135 -5.56328 15.90053
C -10.68561 -5.05614 14.51141
C -10.78727 -3.49738 14.28061
N -9.93920 -2.88965 15.37658
O -9.87689 -1.49203 15.26828
C -10.08229 -3.28479 12.94281
C -12.27212 -2.99160 14.08985
C -9.03751 -2.69310 17.61367
H -11.71071 -1.76116 17.00457
H -12.36038 -3.40276 16.89144
H -11.62786 -2.87429 18.34564
H -9.10173 -5.38728 16.73715
H -10.27314 -5.15384 17.90699
H -11.00766 -6.65172 15.84711
H -12.10633 -5.48426 16.06266
H -11.46820 -5.55949 13.94370
H -9.72739 -5.52912 14.29648
H -9.98500 -2.22598 12.70291
H -10.65834 -3.75551 12.14614
H -9.15413 -3.85281 12.87987
H -12.83712 -3.15783 15.00704
H -12.77018 -3.60206 13.33662
H -12.23594 -1.93510 13.82414
H -9.04116 -3.29858 18.52003
H -8.13911 -2.60413 17.00289
H -9.28266 -1.68687 17.95351
H -10.78687 -1.19291 15.33203
```

(3)
Here is a cluster of 4 separate species, C37H78BF3N4O12P2 in total from OMol25. Energies are from wB97M-V/def2-TZVPD.

Its spin multiplicity is 4. The calculation puts the highest occupied orbital energy (spin up / spin down) at -5.170 / -5.170 eV. For the orbital gap (spin up / spin down), the calculation gives 7.3 / 7.3 eV. The total charge is -1.

The geometry in XYZ format:
```
137
C37H78BF3N4O12P2 | OMol25 | wB97M-V/def2-TZVPD
C 4.16731 3.84426 0.70941
C 3.50142 3.58443 -0.65173
C 2.07851 4.16727 -0.77389
C 1.98655 5.07915 -1.99873
P 0.75532 2.80469 -0.56894
O 1.62311 2.34337 0.92856
B 1.85021 1.05027 1.24767
O 2.45241 0.13128 0.39302
O 1.56628 0.54022 2.52781
P -0.35498 3.03226 -2.64894
O -1.46881 2.04890 -2.81449
O -0.89022 4.53306 -3.03646
O 0.70972 2.78839 -3.88572
O -0.38384 1.59865 -0.25921
C -1.56543 1.96596 0.42168
C -1.63482 1.33489 1.80173
N -1.96493 -0.09551 1.69884
C -1.56307 3.50504 0.52977
C -2.58428 4.31602 -0.27803
C -4.05223 3.87656 -0.19673
O -4.28450 3.11966 0.97737
C -4.56295 3.13130 -1.42963
F -4.35951 3.82967 -2.55935
F -5.91990 2.96254 -1.31300
F -4.05645 1.90425 -1.59872
O -0.26499 3.93944 0.18537
H 4.58894 4.85453 0.73296
H 3.42698 3.76378 1.50674
H 4.97171 3.12841 0.90337
H 3.51861 2.51283 -0.88051
H 4.12683 4.05281 -1.42400
H 1.91503 4.81671 0.09335
H 2.05420 4.53351 -2.94051
H 2.83242 5.78175 -1.98462
H 1.07960 5.68715 -1.97687
H 1.52887 1.85418 -1.32645
H 2.66077 0.53042 -0.45727
H 2.31168 0.04483 2.87290
H -0.51581 4.82923 -3.87306
H 0.61271 1.84913 -4.08860
H -2.40857 1.58340 -0.15812
H -0.67635 1.49761 2.30646
H -2.40411 1.82798 2.40362
H -1.28143 -0.53341 1.08814
H -1.83495 -0.51785 2.61137
H -1.70871 3.77199 1.58606
H -2.53479 5.33923 0.10828
H -2.28897 4.38231 -1.32737
H -4.68185 4.77869 -0.17636
H -5.07846 2.58616 0.86848
C -5.34785 -3.45966 -4.61638
C -4.13369 -2.97755 -5.43222
C -2.82409 -3.45434 -4.79173
C -2.45070 -2.69800 -3.51675
C -2.44941 -1.18813 -3.74901
C -3.76458 -0.66725 -4.33552
N -4.09818 -1.48272 -5.55512
O -3.48655 -1.08908 -6.61594
C -4.88469 -0.71990 -3.29536
C -3.59359 0.78757 -4.73281
C -4.26738 -3.55819 -6.83614
H -6.19218 -2.78117 -4.73501
H -5.65704 -4.44188 -4.97599
H -5.13601 -3.56030 -3.55464
H -2.01806 -3.33368 -5.52262
H -2.91544 -4.52652 -4.59185
H -3.13014 -2.96027 -2.70077
H -1.45596 -3.01312 -3.19350
H -2.24945 -0.64319 -2.82431
H -1.63907 -0.93177 -4.43818
H -5.84291 -0.46296 -3.75117
H -4.66741 0.01685 -2.52069
H -4.98719 -1.68081 -2.80116
H -2.74347 0.92489 -5.39589
H -3.39696 1.37181 -3.83387
H -4.48556 1.17659 -5.22960
H -5.16158 -3.17692 -7.33156
H -4.34834 -4.64402 -6.75512
H -3.40702 -3.31961 -7.45523
C 1.01997 2.40093 7.93181
C -0.15719 2.36552 6.93994
C -1.49732 2.34888 7.68364
C -1.81927 1.00813 8.34319
C -1.71324 -0.13708 7.33749
C -0.36271 -0.18209 6.61721
N -0.08641 1.16959 6.03865
O -0.68578 1.35910 4.91816
C 0.75034 -0.63418 7.57045
C -0.40843 -1.18141 5.46772
C -0.06313 3.60852 6.06094
H 1.90862 1.94311 7.49799
H 1.26333 3.43753 8.16495
H 0.80206 1.90438 8.87598
H -2.29141 2.59173 6.97115
H -1.48272 3.14882 8.42924
H -1.16035 0.83028 9.19804
H -2.83426 1.04212 8.74478
H -1.87557 -1.09999 7.82960
H -2.50188 -0.02497 6.58726
H 1.72546 -0.53532 7.09182
H 0.59609 -1.68676 7.81210
H 0.77403 -0.09064 8.51009
H -1.23045 -0.97697 4.78786
H -0.53573 -2.18458 5.87975
H 0.51564 -1.15326 4.89008
H 0.85301 3.59970 5.46958
H -0.05715 4.48872 6.70712
H -0.90292 3.68508 5.37619
C 4.84024 -5.14503 0.02751
C 4.72002 -3.72562 -0.55907
C 3.25139 -3.34451 -0.76758
C 2.59237 -4.05117 -1.95113
C 3.41274 -3.86788 -3.22629
C 4.87313 -4.30168 -3.06752
N 5.44585 -3.61179 -1.86711
O 5.84691 -2.41712 -2.12336
C 4.97851 -5.82764 -2.95628
C 5.68804 -3.88161 -4.28482
C 5.36748 -2.75969 0.42642
H 5.78561 -5.60910 -0.25487
H 4.81266 -5.08653 1.11537
H 4.02881 -5.80388 -0.27549
H 3.18026 -2.26429 -0.91807
H 2.70580 -3.55978 0.15425
H 2.44798 -5.11506 -1.73928
H 1.59511 -3.63380 -2.10067
H 2.97325 -4.43240 -4.05325
H 3.39217 -2.81252 -3.51396
H 5.99876 -6.12508 -2.70907
H 4.72225 -6.26467 -3.92223
H 4.30809 -6.26177 -2.22184
H 5.59686 -2.81743 -4.48395
H 5.32583 -4.43272 -5.15446
H 6.74494 -4.11181 -4.14265
H 6.43153 -2.97426 0.54138
H 4.87741 -2.87842 1.39361
H 5.25353 -1.72565 0.11408
```